No. 1
Here is a structure of composition C17H25N3O7P2PtS2Si from the OMol25 dataset. Energies are from ωB97M-V/def2-TZVPD.

Summary:
- Maximum force: 0.674 eV Å⁻¹
- Electronic energy: -88219.90251 eV
- Net charge: 0
- Energy above the lowest of the compared OMol25 structures with the same formula, charge and spin: 0.0 kJ/mol
- Frontier orbital gap: 8.3 eV

Last column: Löwdin charge in e.
CARTESIAN COORDINATES (ANGSTROEM)
1 H -0.128 -4.159 3.968  0.0879
2 H -1.938 1.363 0.753  0.0732
3 C -2.931 1.090 0.426  -0.0405
4 C -2.601 -1.828 -1.611  -0.6901
5 H -6.185 2.007 0.746  0.1016
6 C -0.767 -2.690 2.482  -0.5869
7 H 5.141 -0.524 -0.393  0.1062
8 N -2.104 -0.829 -0.920  -0.1132
9 H 2.950 -1.728 -0.104  0.1035
10 H 5.103 3.338 -3.232  0.0276
11 H -0.059 -0.867 2.372  0.0849
12 H 4.033 5.777 -0.825  0.0335
13 O -3.076 -3.038 0.949  -0.2515
14 P -2.426 -3.429 2.210  0.4424
15 H 4.898 4.333 -0.299  0.0284
16 O 0.091 -4.876 1.118  -0.2880
17 O -3.256 -3.011 3.505  -0.0950
18 C -4.393 -0.366 -0.819  -0.4614
19 H 2.247 -3.964 1.990  0.0857
20 H 3.323 4.719 0.398  0.0362
21 H 0.857 3.942 -3.019  0.0224
22 H -0.959 -2.960 -1.711  0.0650
23 H -1.395 -5.242 1.902  0.0442
24 S 0.118 1.590 -1.286  0.6334
25 C 3.908 4.735 -0.524  -0.1741
26 H -4.051 -2.528 3.253  0.0928
27 O -2.178 -4.967 2.445  -0.1227
28 C -3.110 -0.006 -0.408  -0.3068
29 O 1.811 -3.125 1.797  -0.1470
30 C 1.815 1.202 -1.077  -0.6976
31 C 4.164 1.299 -1.012  -0.0741
32 P 0.332 -3.407 1.179  0.3676
33 C 3.013 -0.701 -0.429  -0.0981
34 H 5.102 1.830 -1.144  0.1054
35 H -3.922 2.652 1.487  0.1041
36 C 2.965 1.963 -1.276  -0.2274
37 C 4.205 -0.024 -0.592  -0.0497
38 C -5.513 0.346 -0.418  -0.0878
39 N -1.855 -2.805 -2.162  0.1267
40 C 4.110 3.752 -3.418  -0.1739
41 Si 3.056 3.757 -1.872  0.5124
42 C 1.387 4.498 -2.245  -0.2064
43 C -5.327 1.436 0.415  -0.0918
44 N 1.858 -0.085 -0.663  -0.1792
45 H 0.721 -2.609 4.042  0.0791
46 O 0.243 -2.608 -0.103  -0.4471
47 H 0.747 4.535 -1.362  0.0218
48 C -0.246 -3.081 3.871  -0.0678
49 H 4.241 4.769 -3.797  0.0337
50 H -0.949 -2.731 4.626  0.0845
51 H -2.342 -3.648 -2.416  0.1051
52 Pt -0.101 -0.583 -0.615  0.9241
53 O -0.932 -1.279 2.383  -0.0767
54 H 3.642 3.158 -4.205  0.0373
55 S -4.318 -1.770 -1.847  1.1171
56 H -6.502 0.056 -0.744  0.1083
57 H 1.532 5.521 -2.601  0.0357
58 C -4.047 1.800 0.832  -0.0772


No. 2
Here is a structure of composition C17H25N5O3PdSb from the OMol25 dataset. Energies are from ωB97M-V/def2-TZVPD.

Summary:
- Maximum force: 1.163 eV Å⁻¹
- Electronic energy: -41645.90616 eV
- Net charge: -1
- Energy above the lowest of the compared OMol25 structures with the same formula, charge and spin: 0.0 kJ/mol
- Frontier orbital gap: 6.3 eV

Last column: Löwdin charge in e.
CARTESIAN COORDINATES (ANGSTROEM)
1 C -2.373 1.517 -0.582  -0.0597
2 H 2.036 1.977 -3.354  0.1196
3 H -3.955 0.679 1.549  0.0782
4 N 1.502 2.200 -2.539  0.1165
5 H -3.486 -1.659 -0.741  -0.0258
6 Pd 1.508 -1.271 0.765  0.2824
7 H -3.233 4.245 1.196  0.1073
8 H 0.807 2.376 0.258  0.1016
9 C -4.203 1.681 1.147  -0.0481
10 C 2.848 -3.020 3.068  -0.7822
11 O 3.351 -3.467 4.109  -0.0577
12 H -3.893 -2.400 0.793  -0.0192
13 H -5.088 1.590 0.509  0.0799
14 C 2.212 0.898 0.935  -0.1505
15 O 1.494 4.194 -3.576  0.0446
16 H -1.186 -1.234 -1.853  -0.0162
17 C 2.011 1.530 -1.370  -0.2286
18 C -0.543 -1.920 -1.294  -0.3533
19 N 2.841 -3.300 0.639  -0.0389
20 C -2.719 3.608 0.481  -0.0477
21 N 3.545 -3.376 1.856  -0.0540
22 O 1.854 -2.253 2.927  -0.1388
23 H -0.828 -4.483 0.560  -0.0003
24 H 4.070 -4.225 2.026  0.1036
25 C -1.650 4.161 -0.224  -0.0303
26 H -4.464 2.336 1.973  0.0665
27 H -0.034 -3.922 2.105  -0.0122
28 C -1.309 2.028 -1.290  -0.0236
29 H 1.978 1.028 1.970  0.0950
30 C -3.061 2.270 0.350  -0.2833
31 H 0.485 -1.701 -1.559  -0.0266
32 Sb -1.149 -1.803 0.788  1.2086
33 C 3.111 0.675 -1.625  -0.1462
34 H 3.492 -3.115 -0.121  0.0757
35 C 1.079 3.507 -2.654  -0.5400
36 C 3.256 0.031 0.563  -0.2829
37 H 3.442 0.581 -2.671  0.1067
38 H 3.850 -0.402 1.351  0.0955
39 H -1.366 5.208 -0.107  0.1124
40 H -0.788 -2.931 -1.654  0.0007
41 H -2.703 0.505 -0.787  0.0825
42 H 0.023 4.966 -1.854  0.1414
43 H 2.269 -4.122 0.484  0.0747
44 N 0.193 3.977 -1.721  0.1383
45 H -0.744 1.412 -1.980  0.1083
46 C -0.911 -3.830 1.441  -0.3613
47 H -3.000 -3.315 -0.432  -0.0079
48 C -0.914 3.349 -1.077  -0.2585
49 C -3.143 -2.336 0.025  -0.3570
50 C 1.585 1.687 -0.069  -0.0256
51 H -1.826 -4.077 1.981  -0.0115
52 N 3.729 -0.054 -0.718  0.0483


No. 3
Here is the molecule C17H25NO2 from the OMol25 dataset. Energies are from ωB97M-V/def2-TZVPD.

Summary:
- Maximum force: 0.648 eV Å⁻¹
- Electronic energy: -23620.77256 eV
- Net charge: 0
- Energy above the lowest of the compared OMol25 structures with the same formula, charge and spin: 47.0 kJ/mol
- Frontier orbital gap: 9.1 eV

Last column: Löwdin charge in e.
CARTESIAN COORDINATES (ANGSTROEM)
1 C 2.074 3.604 -2.764  -0.0029
2 H -2.597 -3.913 3.301  0.1161
3 C -3.419 -2.219 1.285  -0.2011
4 C -1.694 -1.994 3.649  -0.1523
5 H -4.185 -1.815 0.621  0.1087
6 H 2.021 3.471 -7.097  0.0918
7 H 1.055 0.969 -4.635  0.1013
8 C -2.206 -1.293 1.294  -0.1523
9 C 2.436 0.394 0.414  -0.1777
10 C 1.086 1.044 -2.508  -0.0338
11 C -1.129 -1.836 2.237  -0.3229
12 H 0.980 1.955 0.729  0.1181
13 C 1.366 1.775 -1.364  -0.2492
14 H 2.634 -0.390 -0.319  0.1222
15 H -0.100 -0.033 2.587  0.1425
16 C 1.289 1.572 -3.772  -0.0192
17 H -2.508 -0.297 1.629  0.1198
18 H -3.121 -3.196 0.898  0.1165
19 N 0.033 -0.972 2.244  0.0933
20 C 1.787 2.862 -3.910  -0.2803
21 H -0.774 -2.805 1.869  0.1517
22 H -0.921 -2.395 4.308  0.1176
23 H 0.699 2.524 -6.372  0.0946
24 H 3.289 1.075 0.417  0.1176
25 O 2.025 3.488 -5.099  -0.0884
26 H 2.367 1.883 -6.369  0.0949
27 C 2.295 -0.250 1.797  -0.1112
28 C -2.907 -2.920 3.634  -0.2019
29 H -1.989 -1.012 4.030  0.1180
30 H 0.699 0.039 -2.415  0.1176
31 H -1.796 -1.203 0.286  0.1136
32 H 2.095 3.652 -0.636  0.1137
33 H 3.244 -0.717 2.067  0.1206
34 O 1.452 -2.445 1.300  0.0619
35 C -3.980 -2.382 2.694  -0.2116
36 H 0.327 0.486 -0.020  0.1028
37 H 2.459 4.604 -2.884  0.1164
38 C 1.758 2.789 -6.289  -0.0951
39 H -3.309 -3.016 4.645  0.1083
40 C 1.867 3.063 -1.513  -0.0372
41 H 2.048 0.506 2.544  0.1115
42 C 1.238 -1.341 1.755  -0.5096
43 C 1.179 1.167 -0.003  -0.1644
44 H -4.834 -3.062 2.676  0.1072
45 H -4.331 -1.414 3.059  0.1127


No. 4
Here is a structure of composition C17H25NZn from the OMol25 dataset. Energies are from ωB97M-V/def2-TZVPD.

Summary:
- Maximum force: 2.051 eV Å⁻¹
- Electronic energy: -67938.67139 eV
- Net charge: 0
- Energy above the lowest of the compared OMol25 structures with the same formula, charge and spin: 74.1 kJ/mol
- Frontier orbital gap: 9.1 eV

Last column: Löwdin charge in e.
CARTESIAN COORDINATES (ANGSTROEM)
1 H -2.528 -0.521 2.561  0.0900
2 C 0.986 1.479 -3.565  -0.1986
3 C 0.070 2.487 -2.953  -0.1172
4 H 3.543 2.758 2.614  0.1019
5 C -1.340 -2.981 2.104  -0.1641
6 N -0.753 -1.618 2.125  -0.3935
7 H -1.887 0.859 -4.493  0.1239
8 H -2.855 1.105 -1.988  0.1065
9 C -0.058 -1.284 3.437  -0.1602
10 H -1.727 -3.196 1.097  0.0557
11 H 0.799 -1.972 -3.019  0.1053
12 H -1.672 3.034 -1.892  0.0962
13 C 0.988 -0.185 3.238  -0.2783
14 C -1.759 -0.597 1.766  -0.0895
15 C 1.238 0.175 -2.758  -0.1895
16 H -0.537 -3.708 2.298  0.0673
17 C -1.816 0.901 -2.295  -0.2011
18 H 0.849 0.527 5.311  0.1134
19 H -0.832 -1.034 4.186  0.1194
20 C 1.630 -0.117 1.987  -0.2501
21 C -1.861 0.143 -3.644  -0.1963
22 C 2.493 0.966 1.747  -0.1351
23 C 2.837 1.912 2.782  -0.0878
24 H 0.378 3.531 -3.081  0.0993
25 H 2.524 2.402 4.891  0.0943
26 C 0.433 -0.974 -3.353  -0.1401
27 C 2.266 1.728 4.064  -0.1029
28 C 1.321 0.691 4.313  -0.0445
29 H -1.266 0.378 1.635  0.0863
30 H 0.154 -2.742 0.250  -0.0848
31 H -1.244 -1.834 -4.301  0.1064
32 C -1.117 2.223 -2.372  -0.1204
33 Zn 1.123 -1.622 0.810  0.7163
34 H 1.965 1.963 -3.720  0.1051
35 H -2.259 -0.872 0.820  0.0820
36 H 0.875 0.193 -1.686  0.0978
37 H -1.389 0.246 -1.507  0.1043
38 C -0.842 -0.957 -3.750  -0.1351
39 H 0.600 1.195 -4.568  0.1206
40 H 0.396 -2.240 3.756  0.1183
41 H -2.156 -3.111 2.838  0.0881
42 H 2.325 -0.067 -2.762  0.1105
43 H 2.940 1.105 0.762  0.0759
44 H -2.838 -0.370 -3.685  0.1045


No. 5
Here is a structure of composition C17H25O16Pd from the OMol25 dataset. Energies are from ωB97M-V/def2-TZVPD.

Summary:
- Maximum force: 5.880 eV Å⁻¹
- Multiplicity: 3
- Electronic energy: -54261.96202 eV
- Net charge: +1
- Energy above the lowest of the compared OMol25 structures with the same formula, charge and spin: 179.1 kJ/mol
- Frontier orbital gap (spin up / spin down): 6.9 / 4.9 eV
- ⟨S²⟩: 2.0081

Last column: Mulliken spin population.
CARTESIAN COORDINATES (ANGSTROEM)
1 C -4.704 1.045 2.071  0.0008
2 C -3.896 -3.775 -1.406  -0.0001
3 C 0.292 2.393 -2.876  0.0000
4 C -4.879 -0.136 1.168  -0.0001
5 H -5.837 -0.644 1.272  -0.0001
6 H 5.848 0.055 -0.159  0.0000
7 C 0.999 -1.796 -0.841  0.0798
8 H -3.365 -4.354 -2.164  0.0000
9 C 4.047 -0.106 -1.299  0.0052
10 H 3.372 -0.924 -1.052  0.0000
11 H 4.576 -0.358 -2.217  0.0001
12 C -3.075 -1.749 -1.375  -0.0005
13 O 0.802 -2.137 1.549  0.8504
14 O -4.061 -2.475 -1.848  0.0001
15 H 1.774 -0.590 0.694  0.0541
16 H -4.747 0.141 0.122  0.0000
17 H -3.496 -3.640 0.750  -0.0009
18 H 2.921 0.248 4.406  0.0009
19 O 4.439 0.918 3.320  -0.0005
20 O 5.508 2.895 3.072  0.0001
21 O 3.243 2.766 2.912  0.0003
22 H 2.732 -0.379 2.765  -0.0034
23 C 0.872 -1.197 0.578  0.0481
24 H 0.412 3.348 -2.364  0.0000
25 C -0.911 2.579 -4.778  0.0000
26 H 0.072 -2.221 -1.228  -0.0023
27 O -1.948 -0.747 2.849  0.0292
28 C 2.302 1.708 2.931  0.0027
29 O -2.852 -0.645 -1.834  -0.0001
30 C -2.956 -0.279 2.372  0.0010
31 H -0.853 0.556 -2.761  0.0004
32 C 3.084 0.470 3.351  0.0035
33 C 4.824 0.424 -0.094  0.0002
34 O 3.248 1.056 -1.604  0.0007
35 C -2.974 -3.711 -0.205  -0.0005
36 O -1.168 2.702 -5.978  0.0000
37 H 1.229 1.838 -2.908  -0.0003
38 C 4.503 2.216 3.163  -0.0008
39 O -2.351 -2.462 -0.516  0.0049
40 H -2.272 -4.543 -0.214  0.0003
41 C 3.556 2.051 -0.914  -0.0001
42 H -4.831 -4.290 -1.187  0.0000
43 O 0.235 2.907 -4.169  0.0000
44 O -1.663 1.972 -3.956  0.0000
45 O -3.803 -0.918 1.601  -0.0013
46 H -1.489 2.033 -1.886  0.0000
47 H 1.860 1.673 1.934  -0.0009
48 H 1.506 1.846 3.662  -0.0009
49 H -4.834 1.966 1.503  -0.0001
50 H 4.527 -0.049 0.843  -0.0008
51 C -0.959 1.640 -2.753  -0.0002
52 O 4.646 1.802 -0.210  -0.0004
53 H 0.937 -0.941 -1.517  -0.0070
54 Pd -0.436 -2.354 3.359  0.9424
55 O -3.357 0.976 2.482  0.0005
56 H 1.801 -2.487 -1.100  0.0003
57 H 0.018 -0.530 0.704  -0.0046
58 H -5.410 1.126 2.898  0.0000
59 O 2.941 3.088 -0.918  0.0000


No. 6
Here is a structure of composition C17H26AsN6OS6W from the OMol25 dataset. Energies are from ωB97M-V/def2-TZVPD.

Summary:
- Maximum force: 0.883 eV Å⁻¹
- Electronic energy: -156721.00953 eV
- Net charge: -1
- Energy above the lowest of the compared OMol25 structures with the same formula, charge and spin: 17.7 kJ/mol
- Frontier orbital gap (spin up / spin down): 6.0 / 5.9 eV

Last column: Löwdin charge in e.
CARTESIAN COORDINATES (ANGSTROEM)
1 C -2.670 -0.221 -1.309  -0.4291
2 H 4.522 -1.731 1.588  0.0926
3 C 3.818 -2.516 1.337  -0.1330
4 C 0.469 1.928 2.473  -0.2266
5 H 1.682 0.610 1.430  0.0474
6 S 2.052 -0.049 -3.424  0.0553
7 H -2.027 0.670 -3.075  -0.0717
8 C -0.753 2.741 2.047  -0.2158
9 N -1.561 2.006 1.084  -0.0535
10 H -1.340 3.004 2.935  0.1092
11 N -2.822 0.391 -2.473  0.1401
12 H -0.811 3.242 -2.022  0.0879
13 N -1.457 -0.411 -0.793  0.0093
14 S 2.789 -0.715 -0.460  0.5881
15 H -0.426 3.691 1.609  0.1004
16 H 1.321 -5.286 0.370  0.0918
17 C 1.943 -3.269 0.019  -0.6619
18 H 0.112 1.026 2.976  0.1083
19 N 0.587 1.832 -1.375  -0.1706
20 As 0.295 -0.089 -4.829  -0.4305
21 C 3.879 -3.745 1.975  -0.1210
22 H -4.483 -1.607 1.213  0.1280
23 H 1.656 3.467 0.914  0.1000
24 C -1.704 2.598 -0.236  -0.2130
25 H -4.821 -0.492 -0.984  0.1087
26 H 1.052 2.510 3.210  0.1079
27 H 2.085 3.331 -1.361  0.1201
28 C 2.022 -4.509 0.654  -0.1358
29 H 2.669 1.679 -1.307  0.0173
30 C 2.850 -2.268 0.365  -0.6490
31 N -2.418 -1.423 1.138  -0.0350
32 S 0.661 -0.749 -6.764  -0.1517
33 W 0.671 -0.625 -1.552  0.6305
34 C -3.659 -1.238 0.617  -0.0502
35 C -1.307 -0.964 0.448  -0.5539
36 H -2.381 1.979 -0.807  0.0711
37 H -3.734 0.417 -2.893  0.1176
38 S -0.742 1.773 -4.575  -0.0665
39 S 0.748 -2.984 -1.240  0.5496
40 H -1.956 -1.380 3.192  0.0951
41 H 4.630 -3.923 2.736  0.0886
42 C -0.444 2.869 -1.062  -0.1818
43 H -1.331 -2.767 2.296  0.0994
44 H -3.072 -2.668 2.666  0.0885
45 O -0.186 -1.097 0.920  -0.0297
46 H 3.020 -5.713 2.118  0.0887
47 C 2.005 2.475 0.613  -0.2240
48 N 1.223 1.501 1.329  -0.0853
49 H 0.631 1.836 -2.403  -0.0382
50 C -3.835 -0.639 -0.573  0.0066
51 C 1.903 2.343 -0.919  -0.2613
52 C -2.182 -2.100 2.404  -0.0009
53 C 2.976 -4.747 1.630  -0.1215
54 H 0.080 3.703 -0.590  0.0961
55 H -2.478 1.804 1.457  0.1034
56 H -2.183 3.594 -0.186  0.1177
57 S -0.642 -1.532 -3.422  0.0336
58 H 3.072 2.436 0.870  0.1130


Which formula does entry 6 have?
C17H26AsN6OS6W